{"formula": "C17H39Br2N5O5", "method": "the ωB97M-V functional and the def2-TZVPD basis", "symbols": ["C", "N", "C", "C", "O", "H", "H", "H", "H", "H", "H", "H", "C", "N", "C", "C", "O", "H", "H", "H", "H", "H", "H", "H", "C", "N", "C", "C", "O", "H", "H", "H", "H", "H", "H", "H", "C", "N", "C", "C", "O", "H", "H", "H", "H", "H", "H", "H", "C", "N", "C", "C", "O", "H", "H", "H", "H", "H", "H", "H", "Br", "C", "C", "Br", "H", "H", "H", "H"], "coordinates": [[12.36, 11.83, 9.04], [11.33, 11.91, 10.06], [10.33, 12.83, 10.08], [9.49, 12.87, 11.35], [10.10, 13.54, 9.11], [13.31, 12.34, 9.22], [11.91, 12.41, 8.24], [12.57, 10.78, 8.79], [11.50, 11.51, 11.00], [9.51, 13.86, 11.70], [9.83, 12.17, 12.15], [8.44, 12.75, 11.16], [10.86, 6.74, 16.76], [11.14, 7.28, 18.09], [12.23, 7.98, 18.39], [12.30, 8.58, 19.79], [13.10, 8.17, 17.58], [11.31, 5.77, 16.65], [11.26, 7.43, 16.02], [9.78, 6.81, 16.70], [10.36, 7.14, 18.75], [13.14, 8.12, 20.36], [11.41, 8.42, 20.33], [12.54, 9.63, 19.65], [15.76, 8.18, 14.74], [14.42, 7.56, 14.89], [13.91, 6.57, 14.10], [14.62, 6.22, 12.81], [12.86, 6.01, 14.40], [16.52, 7.37, 14.80], [15.80, 8.92, 15.52], [15.87, 8.71, 13.74], [14.02, 7.58, 15.84], [14.51, 7.05, 12.10], [14.23, 5.27, 12.45], [15.68, 6.01, 13.00], [8.31, 7.22, 14.01], [7.76, 8.56, 14.22], [8.42, 9.74, 13.90], [7.70, 10.98, 14.47], [9.50, 9.79, 13.37], [9.30, 7.37, 14.30], [8.40, 6.97, 12.92], [7.81, 6.48, 14.67], [6.81, 8.63, 14.40], [8.32, 11.81, 14.20], [7.79, 10.90, 15.57], [6.62, 11.07, 14.21], [8.69, 8.08, 9.06], [9.57, 7.35, 8.13], [10.60, 6.51, 8.47], [11.18, 6.61, 9.88], [10.94, 5.59, 7.69], [9.33, 8.58, 9.74], [8.05, 7.46, 9.67], [8.05, 8.67, 8.43], [9.17, 7.05, 7.24], [10.53, 6.13, 10.62], [11.50, 7.58, 10.23], [12.03, 5.89, 9.94], [12.27, 12.69, 16.53], [12.65, 11.88, 14.77], [12.30, 10.42, 14.79], [12.63, 9.77, 12.98], [13.67, 12.09, 14.51], [11.97, 12.51, 14.15], [11.21, 10.43, 14.97], [12.78, 9.77, 15.49]], "lowdin_charge": [-0.071, -0.006, -0.543, 0.007, 0.036, 0.082, 0.071, 0.084, 0.063, 0.059, 0.061, 0.082, -0.047, 0.011, -0.572, 0.013, 0.024, 0.090, 0.068, 0.071, 0.150, 0.102, 0.049, 0.084, -0.079, -0.012, -0.580, -0.008, 0.012, 0.085, 0.076, 0.088, 0.097, 0.078, 0.084, 0.070, -0.060, -0.003, -0.521, 0.006, -0.003, 0.041, 0.092, 0.101, 0.099, 0.056, 0.092, 0.089, -0.067, -0.002, -0.502, -0.010, -0.006, 0.059, 0.078, 0.078, 0.136, 0.084, 0.062, 0.090, 0.584, -0.689, -0.648, 0.717, 0.040, 0.053, 0.043, 0.029], "gap_ev": 9.475, "e_above_lowest_kj_mol": 0.0, "lumo_ev": 0.3, "smiles": "CNC(C)=O.CNC(C)=O.CNC(C)=O.CNC(C)=O.CNC(C)=O.BrCCBr", "e_homo_ev": -9.21, "spin_multiplicity": 1}

***

{"formula": "C6H11N", "method": "the ωB97M-V functional and the def2-TZVPD basis", "symbols": ["C", "C", "C", "C", "C", "N", "C", "H", "H", "H", "H", "H", "H", "H", "H", "H", "H", "H"], "coordinates": [[-0.87, 1.93, 0.07], [0.59, 1.50, 0.19], [0.78, 0.02, 0.43], [2.17, -0.56, 0.42], [-0.27, -0.77, 0.55], [-1.25, -1.51, 0.59], [-1.71, -2.01, -0.71], [-1.37, 1.40, -0.76], [-0.95, 3.00, -0.12], [-1.43, 1.70, 0.98], [1.08, 2.07, 0.99], [1.13, 1.75, -0.74], [2.81, -0.09, 1.18], [2.16, -1.64, 0.60], [2.64, -0.38, -0.56], [-0.90, -2.03, -1.45], [-2.51, -1.37, -1.07], [-2.10, -3.03, -0.59]], "lowdin_charge": [-0.112, -0.228, -0.297, -0.064, -0.122, 0.034, -0.117, 0.073, 0.071, 0.079, 0.113, 0.113, 0.077, 0.079, 0.078, 0.079, 0.075, 0.068], "gap_ev": 9.334, "e_above_lowest_kj_mol": 135.3, "lumo_ev": 1.0, "smiles": "CCC(C)=C=NC", "e_homo_ev": -8.32, "spin_multiplicity": 1}

***

{"formula": "C18H27N6PdSi2", "method": "the ωB97M-V functional and the def2-TZVPD basis", "symbols": ["Pd", "C", "Si", "C", "C", "C", "C", "C", "C", "C", "C", "N", "Si", "C", "C", "C", "H", "H", "H", "H", "H", "H", "H", "H", "H", "H", "H", "H", "H", "H", "H", "H", "H", "H", "H", "H", "H", "H", "N", "C", "N", "C", "N", "C", "C", "N", "C", "C", "N", "H", "H", "H", "H", "H"], "coordinates": [[-0.59, -0.52, -0.14], [-0.51, -4.99, -0.35], [-0.46, -3.18, 0.18], [-2.13, -2.87, 1.04], [1.01, -2.93, 1.36], [-0.12, -2.18, -1.40], [1.28, -1.80, -1.64], [2.21, -2.55, -2.35], [3.50, -2.06, -2.48], [3.83, -0.84, -1.90], [2.84, -0.15, -1.21], [1.60, -0.62, -1.09], [-1.42, -1.62, -2.64], [-1.80, -3.07, -3.78], [-3.09, -1.11, -1.86], [-0.64, -0.21, -3.64], [-0.65, -5.64, 0.52], [0.42, -5.29, -0.84], [-1.33, -5.18, -1.04], [-2.12, -3.35, 2.02], [-2.94, -3.33, 0.46], [-2.38, -1.82, 1.20], [0.81, -3.34, 2.35], [1.27, -1.87, 1.47], [1.88, -3.44, 0.96], [1.92, -3.50, -2.79], [4.26, -2.62, -3.01], [4.82, -0.42, -1.98], [3.05, 0.81, -0.75], [-2.25, -3.90, -3.23], [-0.89, -3.44, -4.27], [-2.50, -2.78, -4.57], [-3.66, -2.01, -1.61], [-3.67, -0.55, -2.60], [-3.02, -0.50, -0.97], [0.05, -0.63, -4.38], [-0.05, 0.46, -3.01], [-1.38, 0.37, -4.18], [-0.54, 0.85, 4.14], [-0.33, -0.21, 3.35], [-0.63, 0.13, 2.11], [-1.02, 1.43, 2.21], [-0.97, 1.90, 3.44], [-1.43, 2.18, 1.04], [-1.92, 3.49, 1.12], [-2.27, 4.16, 0.04], [-2.16, 3.55, -1.13], [-1.70, 2.24, -1.23], [-1.33, 1.56, -0.14], [-0.40, 0.94, 5.13], [0.02, -1.17, 3.67], [-2.02, 3.97, 2.08], [-2.43, 4.11, -2.01], [-1.64, 1.73, -2.18]], "mulliken_spin": [1.060, 0.058, 0.039, 0.026, 0.004, 0.686, -0.150, 0.061, -0.001, 0.014, 0.016, 0.005, -0.001, 0.030, 0.030, 0.007, 0.004, 0.000, -0.004, 0.001, -0.003, -0.002, -0.001, -0.003, 0.001, 0.000, -0.001, 0.002, 0.001, -0.001, 0.003, 0.002, -0.002, 0.003, -0.004, 0.000, -0.004, 0.002, 0.001, -0.001, 0.038, -0.006, 0.000, 0.004, 0.002, -0.004, 0.003, 0.003, 0.079, 0.000, 0.000, 0.001, 0.000, 0.003], "s_squared": 2.008, "gap_ev": [7.468, 7.380], "e_above_lowest_kj_mol": 51.8, "lumo_ev": [-3.3, -4.3], "total_charge": 1, "e_homo_ev": [-10.82, -11.72], "spin_multiplicity": 3}

***

{"formula": "CH2NO2", "method": "the ωB97M-V functional and the def2-TZVPD basis", "symbols": ["C", "N", "O", "O", "H", "H"], "coordinates": [[-0.28, 0.09, -0.31], [1.11, -0.12, -2.28], [1.13, -0.74, -3.38], [0.08, -0.55, -1.47], [-0.62, -0.67, 0.40], [0.49, 0.75, 0.09]], "lowdin_charge": [-0.210, -0.205, -0.258, -0.270, -0.032, -0.024], "gap_ev": [6.230, 7.060], "e_above_lowest_kj_mol": 595.0, "lumo_ev": [5.0, 5.0], "total_charge": -1, "e_homo_ev": [-1.25, -2.04], "spin_multiplicity": 1}

***

{"formula": "C4H3O3", "method": "the ωB97M-V functional and the def2-TZVPD basis", "symbols": ["C", "C", "C", "C", "O", "O", "O", "H", "H", "H"], "coordinates": [[-1.85, -0.55, -0.03], [-0.75, -0.50, 0.71], [2.56, -0.17, -0.21], [-0.98, 0.75, -0.12], [2.36, 0.94, 0.04], [2.90, -1.22, -0.48], [0.18, -0.97, 1.37], [-2.78, -0.83, -0.51], [-0.44, 0.82, -1.09], [-1.20, 1.74, 0.32]], "lowdin_charge": [-0.090, -0.638, -0.470, -0.198, 0.185, 0.208, -0.107, 0.027, 0.042, 0.040], "gap_ev": 6.037, "e_above_lowest_kj_mol": 115.4, "lumo_ev": 3.6, "total_charge": -1, "e_homo_ev": -2.43, "spin_multiplicity": 1}

***

{"formula": "C40H24BrCl7N6O4Ti", "method": "the ωB97M-V functional and the def2-TZVPD basis", "symbols": ["Ti", "Cl", "C", "C", "C", "N", "C", "O", "C", "C", "C", "C", "C", "N", "C", "C", "C", "Cl", "N", "C", "O", "C", "C", "C", "C", "C", "N", "H", "H", "H", "H", "H", "H", "H", "H", "H", "H", "O", "C", "C", "C", "C", "C", "C", "C", "O", "N", "N", "C", "C", "Br", "C", "C", "C", "C", "C", "C", "C", "H", "H", "H", "H", "H", "H", "H", "H", "H", "H", "H", "H", "H", "H", "Cl", "C", "C", "C", "Cl", "C", "Cl", "C", "Cl", "C", "Cl"], "coordinates": [[0.07, 0.40, 1.11], [2.61, 4.07, 6.30], [2.57, 3.07, 4.87], [1.42, 3.08, 4.09], [1.34, 2.28, 2.96], [0.21, 2.14, 2.14], [-0.86, 2.95, 2.21], [-1.08, 3.91, 2.95], [-1.88, 2.59, 1.14], [-2.95, 3.44, 0.91], [-3.82, 3.15, -0.12], [-3.60, 2.01, -0.87], [-2.53, 1.20, -0.55], [-1.66, 1.47, 0.43], [2.43, 1.46, 2.57], [3.56, 1.47, 3.38], [3.63, 2.27, 4.51], [5.09, 2.21, 5.47], [2.23, 0.75, 1.38], [3.19, -0.10, 0.97], [4.03, -0.70, 1.65], [3.34, -0.24, -0.54], [3.86, -1.43, -1.05], [4.04, -1.53, -2.42], [3.73, -0.45, -3.22], [3.25, 0.70, -2.62], [3.06, 0.81, -1.30], [0.58, 3.69, 4.37], [-3.04, 4.31, 1.55], [-4.66, 3.80, -0.34], [-4.25, 1.72, -1.69], [-2.35, 0.28, -1.09], [4.40, 0.82, 3.14], [4.10, -2.23, -0.37], [4.42, -2.45, -2.85], [3.85, -0.49, -4.30], [3.00, 1.58, -3.20], [-1.02, -3.22, 2.43], [-0.59, -4.10, 1.51], [-0.99, -5.43, 1.63], [-0.57, -6.38, 0.71], [0.27, -6.02, -0.34], [0.67, -4.70, -0.45], [0.24, -3.72, 0.45], [0.70, -2.29, 0.26], [0.44, -1.48, 1.35], [0.08, -1.76, -0.96], [0.22, -0.33, -0.92], [-0.06, 0.21, -2.09], [0.02, 1.54, -2.48], [0.71, 2.81, -1.23], [-0.41, 2.10, -3.69], [-0.75, 1.43, -4.92], [-1.59, 2.09, -5.85], [-1.94, 1.51, -7.05], [-1.47, 0.25, -7.40], [-0.63, -0.41, -6.51], [-0.27, 0.16, -5.30], [-0.55, -2.36, 2.23], [-1.63, -5.70, 2.46], [-0.89, -7.41, 0.82], [0.60, -6.76, -1.05], [1.32, -4.39, -1.26], [1.78, -2.32, 0.05], [-0.92, -1.99, -0.91], [-0.42, -0.48, -2.85], [-0.53, 3.18, -3.70], [-1.97, 3.07, -5.59], [-2.59, 2.05, -7.73], [-1.75, -0.21, -8.34], [-0.23, -1.39, -6.77], [0.43, -0.36, -4.66], [-3.50, -0.88, 1.32], [-2.78, -0.22, 2.79], [-1.40, -0.12, 2.85], [-0.94, 0.00, 4.16], [0.75, -0.34, 4.47], [-1.74, 0.32, 5.25], [-1.07, 0.60, 6.82], [-3.12, 0.41, 5.07], [-4.15, 0.87, 6.39], [-3.65, 0.08, 3.84], [-5.38, 0.06, 3.62]], "mulliken_spin": [0.881, 0.000, 0.000, -0.005, 0.009, -0.012, -0.009, 0.004, 0.045, -0.019, 0.016, 0.009, 0.027, -0.010, 0.009, -0.002, 0.001, 0.000, -0.005, 0.009, -0.003, -0.015, 0.011, -0.003, 0.010, -0.001, 0.006, 0.000, 0.000, 0.002, -0.002, 0.001, 0.000, 0.001, 0.000, 0.000, 0.000, 0.002, -0.003, 0.000, 0.000, 0.001, 0.004, -0.001, 0.027, 0.040, 0.002, 0.207, 0.143, -0.032, 0.014, 0.409, -0.122, 0.109, -0.065, 0.134, -0.069, 0.120, 0.003, 0.000, 0.000, 0.000, -0.001, -0.004, 0.011, 0.029, 0.040, 0.002, -0.004, 0.014, -0.005, 0.041, -0.001, -0.007, 0.057, -0.043, 0.003, -0.008, 0.000, 0.006, 0.000, -0.010, 0.000], "s_squared": 2.032, "gap_ev": [5.170, 6.471], "e_above_lowest_kj_mol": 81.8, "lumo_ev": [4.0, 4.0], "total_charge": -2, "e_homo_ev": [-1.18, -2.48], "spin_multiplicity": 3}

***

| no. | largest force on an atom (eV/A) |
| --- | --- |
| 1 | 2.8 |
| 2 | 0.7 |
| 3 | 1.4 |
| 4 | 1.7 |
| 5 | 3.3 |
| 6 | 1.2 |